ORCA calculation (wB97M-V/def2-TZVPD) on one molecule with the formula C4H6FNOS in a non-equilibrium geometry.

The orbital gap is 10.49 eV. For the largest force on an atom, the calculation gives 0.0337 Eh/bohr. Its SMILES is O=CN(S)[C@@H]1C[C@H]1F. The calculation puts the relative energy (zero: lowest compared OMol25 entry of this formula, charge and spin) at 45.1 kcal/mol.

Last columns: bonded neighbours and bond lengths (Å).
CARTESIAN COORDINATES (ANGSTROEM)
1 C -0.785 1.547 0.172  H6 1.118, N11 1.407, O12 1.205
2 C 0.435 -0.500 -0.393  C3 1.545, C4 1.510, H7 1.067, N11 1.466
3 C 1.066 -1.450 0.650  C2 1.545, C4 1.511, H8 1.111, H9 1.100
4 C 1.737 -0.146 0.284  C2 1.510, C3 1.511, H10 1.095, F13 1.377
5 H -2.582 -0.498 -1.336  S14 1.332
6 H -1.785 2.011 0.353  C1 1.118
7 H 0.449 -0.817 -1.411  C2 1.067
8 H 0.635 -1.488 1.672  C3 1.111
9 H 1.467 -2.401 0.270  C3 1.100
10 H 1.715 0.756 0.905  C4 1.095
11 N -0.819 0.150 0.001  C1 1.407, C2 1.466, S14 1.702
12 O 0.206 2.227 0.090  C1 1.205
13 F 2.872 -0.161 -0.497  C4 1.377
14 S -2.274 -0.730 -0.062  H5 1.332, N11 1.702

Here are the natural (NBO) charges for atoms 1 to 4, given in e: 0.54, -0.11, -0.47, 0.20